[1]
50
Properties=species:S:1:pos:R:3 method="wB97M-V/def2-TZVPD" e_lumo_ev=-0.60 homo_lumo_gap_ev=6.45 multiplicity=1 relative_energy_kj_mol=0.0
Bi -1.51 -0.57 0.99
C 1.47 -1.43 -2.84
C 0.58 -1.57 -1.64
N -0.08 -0.60 -1.13
N 0.03 0.64 -1.71
C -0.65 1.54 -1.06
O -1.34 1.36 0.01
C -0.62 2.93 -1.58
C 0.22 3.29 -2.63
C 0.24 4.60 -3.08
C -0.58 5.55 -2.50
C -1.43 5.20 -1.46
C -1.45 3.89 -1.00
C 0.43 -2.90 -1.00
C 1.14 -4.01 -1.47
C 0.96 -5.23 -0.86
C 0.08 -5.33 0.21
C -0.58 -4.18 0.61
N -0.41 -3.00 0.03
H 1.46 -0.40 -3.18
H 2.49 -1.72 -2.59
H 1.12 -2.08 -3.64
H 0.86 2.54 -3.07
H 0.90 4.88 -3.90
H -0.57 6.57 -2.86
H -2.08 5.94 -1.01
H -2.10 3.59 -0.19
H 1.81 -3.91 -2.31
H 1.50 -6.10 -1.21
H -0.10 -6.27 0.71
H -1.28 -4.21 1.44
C 1.51 1.99 1.66
C 1.25 0.69 2.37
C 0.41 0.64 3.48
C 0.14 -0.57 4.12
C 0.72 -1.74 3.66
C 1.57 -1.70 2.57
C 1.83 -0.50 1.93
H 1.77 1.82 0.62
H 2.33 2.53 2.13
H 0.63 2.63 1.69
H -0.07 1.55 3.83
H -0.54 -0.59 4.96
H 0.51 -2.68 4.15
H 2.03 -2.62 2.20
H 2.48 -0.47 1.06
Se -3.34 -1.36 -0.78
Te -5.53 -0.99 0.39
Te -5.03 1.51 1.16
Se -3.19 0.84 2.72

***

[2]
86
Properties=species:S:1:pos:R:3 method="wB97M-V/def2-TZVPD" e_lumo_ev=2.48 homo_lumo_gap_ev=6.35 multiplicity=1 total_charge=-1 relative_energy_kj_mol=232.7
Zn -0.66 0.63 -1.31
S -2.28 2.48 -0.08
P -1.96 -1.88 -0.28
C -0.50 -0.90 -0.10
P 1.18 -1.04 0.11
S 2.12 0.69 -0.30
C 2.10 -2.35 -0.80
C 3.44 -2.58 -0.48
C 4.18 -3.52 -1.17
C 3.59 -4.25 -2.20
C 2.27 -4.02 -2.53
C 1.53 -3.06 -1.84
C 1.64 -1.55 1.84
C 1.59 -2.89 2.22
C 1.81 -3.26 3.54
C 2.07 -2.30 4.50
C 2.15 -0.96 4.13
C 1.93 -0.59 2.80
C -2.76 -1.83 1.40
C -2.04 -1.62 2.58
C -2.68 -1.57 3.81
C -4.06 -1.70 3.88
C -4.80 -1.89 2.72
C -4.15 -1.95 1.49
C -1.58 -3.70 -0.28
C -1.10 -4.42 0.81
C -0.83 -5.78 0.71
C -1.04 -6.45 -0.49
C -1.53 -5.75 -1.58
C -1.80 -4.40 -1.47
H 3.90 -2.00 0.32
H 5.22 -3.69 -0.92
H 4.17 -5.00 -2.73
H 1.80 -4.58 -3.34
H 0.51 -2.86 -2.12
H 1.41 -3.65 1.47
H 1.76 -4.31 3.82
H 2.24 -2.59 5.53
H 2.38 -0.21 4.87
H 2.00 0.44 2.50
H -0.97 -1.47 2.52
H -2.10 -1.41 4.71
H -4.57 -1.65 4.84
H -5.88 -1.98 2.77
H -4.72 -2.09 0.58
H -0.95 -3.92 1.76
H -0.45 -6.32 1.57
H -0.83 -7.51 -0.56
H -1.71 -6.27 -2.52
H -2.18 -3.85 -2.33
C -2.52 4.26 -5.34
Si -0.73 4.08 -4.84
C 0.30 3.85 -6.39
C -0.19 5.68 -4.04
C -0.53 2.70 -3.69
C -0.51 1.75 -2.93
H -2.65 5.11 -6.01
H -3.15 4.41 -4.46
H -2.87 3.36 -5.85
H 0.16 4.71 -7.06
H 0.00 2.95 -6.93
H 1.36 3.77 -6.16
H -0.34 6.53 -4.72
H 0.87 5.65 -3.76
H -0.77 5.88 -3.13
C -0.98 1.79 2.52
N -0.16 2.97 2.25
C -0.20 4.00 3.27
C 0.14 3.33 0.97
N -0.63 3.06 -0.04
N 1.31 4.02 0.78
C 2.48 3.72 1.59
C 1.63 4.49 -0.56
H -0.59 1.33 3.44
H -0.90 1.07 1.71
H -2.03 2.04 2.65
H -1.24 4.29 3.48
H 0.34 4.89 2.94
H 0.24 3.64 4.20
H -0.22 3.15 -0.97
H 2.18 3.16 2.47
H 2.96 4.65 1.90
H 3.19 3.12 1.02
H 1.89 3.66 -1.23
H 2.49 5.17 -0.49
H 0.80 5.05 -0.98

***

[3]
21
Properties=species:S:1:pos:R:3 method="wB97M-V/def2-TZVPD" e_lumo_ev="-10.53 / -10.88" homo_lumo_gap_ev="5.22 / 5.71" multiplicity=7 s2=12.1696 total_charge=+2
O 2.33 -4.86 -2.96
C 1.52 -4.27 -2.41
Eu -1.33 -0.17 -1.08
O 0.92 -3.78 0.67
C 0.52 -2.73 0.36
C 1.85 0.14 -0.47
O 2.61 1.02 -0.68
C -0.98 -2.38 -2.49
O -1.35 -3.34 -2.99
C 1.90 -1.53 -0.82
O 2.48 -1.72 -1.83
H -3.02 0.09 -1.58
N 0.12 2.40 1.08
C -0.23 3.41 1.90
C -1.43 3.05 2.49
C -1.75 1.79 1.97
N -0.83 1.41 1.04
H 0.93 2.32 0.48
H 0.37 4.30 1.99
H -1.99 3.65 3.19
H -2.64 1.20 2.16

***

[4]
58
Properties=species:S:1:pos:R:3 method="wB97M-V/def2-TZVPD" e_lumo_ev="2.19 / 2.20" homo_lumo_gap_ev="5.42 / 5.44" multiplicity=7 s2=12.0213 total_charge=-1 relative_energy_kj_mol=0.0
Eu 1.27 -0.15 -1.29
C 1.39 -3.17 -0.71
C 2.12 -3.58 -1.83
C 1.45 -4.02 -2.96
C 0.07 -4.01 -3.01
C -0.66 -3.60 -1.90
C -0.01 -3.21 -0.74
H 1.90 -2.96 0.22
H 3.20 -3.59 -1.79
H 2.02 -4.35 -3.82
H -0.44 -4.34 -3.90
H -1.74 -3.62 -1.93
H -0.58 -3.00 0.15
S 3.84 -0.57 -2.32
Sb 2.81 0.42 -4.25
S 1.88 2.19 -2.95
S 0.92 -1.03 -3.93
C 0.76 4.13 1.11
C 1.21 2.95 0.52
N 0.48 2.20 -0.29
C -0.74 2.66 -0.66
C -1.26 3.88 -0.15
C -0.50 4.58 0.80
C -2.51 4.38 -0.62
C -3.17 3.75 -1.62
C -2.69 2.52 -2.15
C -3.37 1.84 -3.18
C -2.96 0.58 -3.53
C -1.85 0.03 -2.89
N -1.12 0.70 -2.01
C -1.52 1.93 -1.63
H 1.39 4.66 1.80
H 2.22 2.59 0.73
H -0.89 5.49 1.24
H -2.90 5.28 -0.18
H -4.09 4.15 -2.01
H -4.22 2.31 -3.67
H -3.47 0.02 -4.30
H -1.54 -0.98 -3.12
C 1.42 -3.75 3.15
C 0.89 -2.36 3.46
O 0.14 -1.84 2.38
P 0.50 -0.48 1.59
O -0.25 -0.56 0.30
Te 2.85 -0.23 1.36
O -0.22 0.71 2.42
C 0.35 1.40 3.52
C -0.01 0.76 4.86
H 1.85 -4.17 4.06
H 2.20 -3.71 2.40
H 0.61 -4.39 2.80
H 1.72 -1.69 3.70
H 0.21 -2.41 4.32
H -0.06 2.42 3.47
H 1.44 1.44 3.41
H -1.09 0.73 4.97
H 0.43 1.33 5.67
H 0.37 -0.25 4.91

***

[5]
24
Properties=species:S:1:pos:R:3 method="wB97M-V/def2-TZVPD" e_lumo_ev=-0.35 homo_lumo_gap_ev=7.77 multiplicity=1 relative_energy_kj_mol=1563.0
C 1.53 3.52 -0.61
C 0.19 1.62 0.04
C 1.12 0.51 -0.48
C 0.78 -0.81 -0.39
C 1.59 -2.98 -0.80
C -0.49 -1.15 -0.13
C -1.31 -0.14 0.39
C -2.34 -1.98 1.35
C -1.17 1.21 0.40
H 2.69 3.47 -0.07
H 1.26 2.81 -1.64
H 1.43 4.63 -1.35
H 2.23 0.74 -0.72
H 2.91 -3.59 -0.47
H 1.10 -3.45 -1.81
H 0.60 -2.96 0.15
H -0.74 -2.09 -0.24
H -3.61 -2.28 0.24
H -2.74 -2.34 3.04
H -1.06 -2.69 1.05
H -1.94 1.93 0.80
O 0.52 2.92 0.29
O 1.72 -1.49 -1.03
O -2.43 -0.54 1.05

***

[6]
58
Properties=species:S:1:pos:R:3 method="wB97M-V/def2-TZVPD" e_lumo_ev="-9.43 / -12.60" homo_lumo_gap_ev="7.80 / 4.97" multiplicity=6 s2=8.7703 total_charge=+3 relative_energy_kj_mol=2.0
Ir -0.54 0.01 0.45
C 0.25 -0.24 4.84
C 1.54 -0.76 4.93
C 2.26 -0.99 3.76
C 1.67 -0.72 2.54
N 0.43 -0.22 2.47
C -0.27 0.02 3.58
C 2.34 -0.94 1.23
C 3.64 -1.38 1.09
C 4.15 -1.56 -0.19
C 3.35 -1.29 -1.29
C 2.05 -0.85 -1.09
N 1.57 -0.69 0.15
C 1.11 -0.52 -2.18
C 1.41 -0.65 -3.52
C 0.45 -0.31 -4.47
C -0.78 0.16 -4.04
C -1.02 0.27 -2.69
N -0.09 -0.06 -1.78
H -0.34 -0.04 5.72
H 1.98 -0.97 5.89
H 3.26 -1.39 3.83
H -1.25 0.45 3.46
H 4.26 -1.58 1.95
H 5.16 -1.90 -0.32
H 3.74 -1.43 -2.29
H 2.38 -1.01 -3.84
H 0.67 -0.41 -5.52
H -1.55 0.43 -4.75
H -1.96 0.63 -2.30
C -0.30 -3.71 1.72
C -1.57 -3.05 1.32
N -1.74 -1.80 0.88
C -3.09 -1.63 0.63
C -3.75 -2.78 0.94
N -2.77 -3.64 1.37
C -5.17 -3.26 0.95
O -6.10 -2.43 0.54
O -5.35 -4.40 1.30
C -3.55 -0.32 0.14
O -4.71 -0.04 -0.03
O -2.55 0.51 -0.09
H 0.55 -3.08 1.46
H -0.19 -4.66 1.21
H -0.28 -3.89 2.80
H -2.99 -4.59 1.66
H -5.75 -1.54 0.31
S -0.65 2.48 0.65
C -2.26 2.87 1.24
N -2.92 3.88 0.63
C -4.17 4.22 0.99
C -4.76 3.55 2.04
C -4.00 2.56 2.66
N -2.77 2.22 2.25
H -2.47 4.40 -0.12
H -4.65 5.02 0.44
H -5.76 3.79 2.37
H -4.39 2.02 3.52

***

[7]
27
Properties=species:S:1:pos:R:3 method="wB97M-V/def2-TZVPD" e_lumo_ev=0.96 smiles=C1CCCCC1.CSC homo_lumo_gap_ev=9.51 multiplicity=1 relative_energy_kj_mol=0.0
C -4.49 -1.04 0.70
C -3.13 -0.40 0.40
C -4.85 -0.90 2.19
C -2.04 -1.01 1.28
C -3.75 -1.51 3.07
C -2.39 -0.88 2.77
H -4.45 -2.11 0.44
H -5.28 -0.57 0.08
H -3.19 0.68 0.60
H -2.88 -0.54 -0.67
H -5.82 -1.39 2.39
H -4.95 0.17 2.43
H -1.07 -0.52 1.08
H -1.94 -2.09 1.04
H -3.69 -2.60 2.87
H -4.01 -1.38 4.14
H -1.61 -1.35 3.39
H -2.43 0.20 3.03
S -1.59 2.91 1.93
C -1.02 2.64 0.24
C -0.22 2.14 2.79
H -1.77 3.07 -0.45
H -0.91 1.57 0.02
H -0.05 3.14 0.06
H -0.12 1.07 2.53
H 0.74 2.64 2.57
H -0.41 2.21 3.87

***

[8]
21
Properties=species:S:1:pos:R:3 method="wB97M-V/def2-TZVPD" e_lumo_ev="0.44 / 0.42" homo_lumo_gap_ev="4.13 / 7.97" multiplicity=2 s2=0.7556
C -1.47 -1.14 1.29
C -1.34 0.37 0.84
C -0.56 0.50 -0.42
C 0.20 1.54 -0.85
N 0.74 1.13 -2.11
C 0.64 -0.22 -2.28
N -0.26 -0.62 -1.24
N -0.07 -1.66 0.98
H -2.13 -1.52 0.48
H -1.97 -1.29 2.27
H -0.87 1.09 1.59
H -2.42 0.82 0.79
H 0.35 2.61 -0.55
H 1.43 1.59 -2.70
H 0.76 -0.88 -3.17
H -0.39 -1.61 -0.84
H 0.57 -1.12 1.48
H -0.01 -2.60 1.26
H 2.59 0.48 2.61
H 1.23 0.04 3.20
O 1.64 0.51 2.33

***

[9]
57
Properties=species:S:1:pos:R:3 method="wB97M-V/def2-TZVPD" e_lumo_ev="-1.25 / -5.19" homo_lumo_gap_ev="8.01 / 4.07" multiplicity=2 s2=0.7559
N 5.93 14.54 19.53
H 4.98 14.77 19.29
H 6.58 15.10 19.00
H 6.17 13.57 19.37
H 6.00 14.81 20.50
N 9.75 13.75 19.00
H 9.56 14.69 18.69
H 8.87 13.26 19.04
H 10.21 13.74 19.90
H 10.26 13.33 18.24
O 3.55 14.16 15.91
C 3.29 13.48 16.94
O 3.23 13.97 18.15
B 2.87 12.93 19.14
O 3.08 11.69 18.40
C 3.22 11.99 17.08
O 3.29 11.16 16.16
O 1.46 13.05 19.55
C 1.36 13.23 20.91
O 0.41 13.35 21.68
C 2.82 13.14 21.45
O 3.69 12.99 20.42
O 3.20 13.10 22.63
O 8.23 18.10 18.11
C 7.65 16.91 18.11
O 8.28 16.07 18.77
O 6.55 16.63 17.62
H 9.07 17.87 18.51
O 7.18 10.55 17.38
C 6.97 11.82 17.61
O 7.36 12.28 18.71
O 6.44 12.60 16.75
H 7.78 10.35 18.10
Br 5.60 16.44 22.36
C 5.43 17.80 23.84
C 4.89 17.03 25.01
Br 4.77 18.14 26.67
H 4.72 18.53 23.43
H 6.38 18.27 24.08
H 5.55 16.20 25.27
H 3.95 16.49 24.86
Br 6.91 13.15 22.29
C 7.55 11.42 22.87
C 7.32 10.36 21.76
Br 9.02 10.18 20.72
H 7.12 11.22 23.85
H 8.62 11.60 22.98
H 6.58 10.61 21.00
H 7.11 9.41 22.25
Br 3.31 17.04 19.28
C 1.98 17.63 20.68
C 0.62 17.86 20.03
Br 0.51 19.43 18.79
H 2.22 18.58 21.15
H 1.98 16.96 21.55
H -0.15 17.87 20.81
H 0.41 17.13 19.26

***

[10]
91
Properties=species:S:1:pos:R:3 method="wB97M-V/def2-TZVPD" e_lumo_ev="0.58 / -2.50" homo_lumo_gap_ev="4.56 / 7.02" multiplicity=3 s2=2.0072
Ag 0.74 -0.77 2.51
C -0.79 -0.38 -1.48
C -0.23 -0.58 -0.04
O -0.56 0.28 0.78
O 0.53 -1.51 0.25
H 0.01 -0.45 -2.22
H -1.43 0.50 -1.57
H -1.44 -1.24 -1.69
C 4.10 -0.57 0.01
C 4.88 -1.07 1.25
O 4.79 -2.48 1.36
P 3.54 -3.22 2.16
O 2.33 -2.43 2.35
O 3.50 -4.60 1.30
C 2.81 -4.74 0.06
C 3.41 -3.97 -1.11
O 4.17 -3.65 3.55
C 5.34 -4.36 3.60
C 5.93 -4.37 5.02
H 4.18 0.52 -0.09
H 4.55 -0.92 -0.92
H 3.05 -0.85 0.06
H 5.92 -0.81 1.04
H 4.54 -0.61 2.17
H 2.65 -5.80 -0.10
H 1.86 -4.22 0.22
H 2.83 -4.07 -2.03
H 3.25 -2.93 -0.87
H 4.50 -4.04 -1.19
H 5.08 -5.39 3.36
H 6.17 -3.92 3.05
H 6.23 -3.39 5.36
H 5.12 -4.73 5.66
H 6.81 -5.01 5.04
C -3.61 2.57 1.24
C -2.44 2.98 2.16
O -2.70 2.40 3.41
P -1.61 1.57 4.26
O -0.92 0.48 3.57
O -0.61 2.66 4.94
C 0.40 2.28 5.87
C -0.23 2.11 7.24
O -2.55 1.10 5.47
C -3.53 2.02 5.97
C -4.92 1.57 5.61
H -4.58 2.93 1.58
H -3.45 2.92 0.22
H -3.72 1.49 1.17
H -1.53 2.57 1.73
H -2.37 4.07 2.11
H 0.80 1.31 5.57
H 1.10 3.12 5.82
H -0.81 2.98 7.55
H -0.82 1.19 7.23
H 0.54 1.92 7.98
H -3.32 2.02 7.04
H -3.44 3.03 5.57
H -5.62 2.28 6.06
H -5.07 1.58 4.53
H -5.23 0.67 6.15
C -2.92 -0.47 -8.02
C -2.85 0.92 -7.35
O -1.59 1.26 -6.66
P -1.16 0.61 -5.21
O -1.07 -0.88 -5.08
O 0.17 1.43 -4.79
C 1.50 0.92 -5.00
C 2.37 2.19 -5.16
O -2.22 1.31 -4.17
C -2.38 2.70 -4.20
C -2.00 3.25 -2.89
H -2.67 -1.26 -7.32
H -3.93 -0.70 -8.36
H -2.21 -0.57 -8.84
H -3.09 1.71 -8.06
H -3.74 1.06 -6.74
H 1.83 0.37 -4.12
H 1.56 0.28 -5.88
H 3.42 1.92 -5.23
H 2.07 2.74 -6.04
H 2.34 2.89 -4.33
H -1.76 3.20 -4.95
H -3.42 2.97 -4.38
H -2.17 4.32 -3.03
H -2.63 2.98 -2.05
H -0.96 3.10 -2.59
C -4.04 -1.65 -3.30
Cl -5.08 -0.69 -4.31
Cl -4.22 -3.35 -3.65
Cl -4.27 -1.30 -1.59
H -3.01 -1.36 -3.55

***

Number 1: calculated total energy -6605.344917 Eh. Number 2: calculated total energy -5071.121788 Eh. Number 3: calculated total energy -1502.877974 Eh. Number 4: calculated total energy -3942.812082 Eh. Number 5: calculated total energy -575.269162 Eh. Number 6: calculated total energy -2150.497899 Eh. Number 7: calculated total energy -713.801742 Eh. Number 8: calculated total energy -437.076329 Eh. Number 9: calculated total energy -17102.408015 Eh. Number 10: calculated total energy -4434.654309 Eh.